Below is CH4FN in the gas phase, with properties calculated with the ωB97M-V functional and the def2-TZVPD basis.

Element x y z (Å)
H: 0.483 0.977 -0.763
N: -0.625 -0.562 0.182
C: 0.555 0.277 0.158
H: 0.549 0.687 1.154
F: -1.660 0.305 -0.273
H: 1.390 -0.283 0.071
H: -0.693 -1.401 -0.530

Computed properties:
2S+1: 3
Orbital gap (spin up / spin down) (hartree): 0.2147 / 0.3876
ΔE to the lowest compared entry with this formula, charge and spin (kJ/mol): 182.72

Below is C3H10N2S in the gas phase, with properties calculated with the ωB97M-V functional and the def2-TZVPD basis.

Element x y z (Å)
H: -2.658 -0.928 1.192
H: -2.687 0.065 -0.056
S: 2.861 -0.624 -0.849
H: 0.065 -1.033 -0.799
C: 0.182 -0.048 -0.343
C: 1.590 0.069 0.251
C: -0.859 -0.042 0.790
H: 1.644 -0.446 1.197
N: 0.028 0.997 -1.322
H: -0.420 -0.474 1.683
N: -2.121 -0.658 0.375
H: 0.096 1.871 -0.813
H: -1.014 0.997 1.148
H: -0.846 0.972 -1.832
H: 1.796 1.138 0.296
H: 2.343 -1.855 -0.916

Computed properties:
Orbital gap (hartree): 0.3576
ΔE to the lowest compared entry with this formula, charge and spin (kJ/mol): 34.80
SMILES: NC[C@@H](N)CS

Below is a molecular structure, C5H6O2, with properties calculated with the ωB97M-V functional and the def2-TZVPD basis.

Element x y z (Å)
C: 1.193 -1.073 -0.752
O: 1.972 -1.688 -0.068
C: 0.597 0.260 -0.359
H: 0.805 1.012 -1.123
C: 0.779 0.657 1.110
O: -0.601 0.351 1.384
H: 0.975 1.720 1.261
C: -2.074 0.035 -0.419
C: -0.847 0.162 0.055
H: -2.339 -0.053 -1.465
H: -2.750 0.056 0.418
H: 1.443 0.023 1.690
H: 0.847 -1.464 -1.731

Computed properties:
Orbital gap (hartree): 0.3620
ΔE to the lowest compared entry with this formula, charge and spin (kJ/mol): 201.16

Below is 14 unconnected molecules or ions with the total composition C71H78Br3N9O30, with properties calculated with the ωB97M-V functional and the def2-TZVPD basis.

Element x y z (Å)
H: 2.129 -3.719 -2.937
H: -1.850 0.180 -4.105
H: -2.575 -4.664 -9.259
H: -1.682 0.704 8.170
N: 2.314 -4.902 -5.351
H: 6.044 3.818 -1.251
C: -4.400 2.198 5.859
C: 3.913 -3.042 -5.707
H: -0.459 -3.178 -1.447
O: -4.353 -6.136 4.878
O: -0.757 0.323 5.900
O: -2.140 4.893 -5.338
H: 5.094 -1.242 -5.954
H: 4.787 8.084 5.352
H: -0.902 -8.820 -1.255
H: 3.916 -6.728 1.202
H: 3.177 -5.590 4.266
C: -1.517 -4.579 -7.467
H: -3.020 4.882 -1.133
H: 3.068 -1.114 2.362
Br: -0.506 5.582 3.106
H: 4.237 -3.397 -6.674
C: -1.677 -4.565 -6.091
H: 1.668 -5.171 2.367
C: 3.904 -6.004 0.387
H: -1.459 6.346 0.888
O: -3.507 1.281 0.440
C: 0.035 -6.992 -1.953
H: -4.830 6.265 -2.083
H: 6.401 7.332 3.670
N: -3.222 2.314 -0.179
H: -0.640 -7.664 0.031
O: -3.119 -0.505 -5.604
C: 4.581 7.195 4.773
O: -1.003 -0.990 -6.322
C: -2.895 -4.871 -5.436
H: -1.690 5.608 7.685
H: -1.084 0.626 -8.816
C: 3.111 -2.140 2.697
H: 0.135 1.959 -6.449
C: 5.561 1.016 -0.624
C: -2.688 -4.757 -8.189
H: 4.310 -0.164 -3.909
C: -5.670 2.784 -0.670
O: 2.844 7.787 6.764
C: -3.163 2.635 3.379
C: 0.749 1.110 -4.538
H: 2.869 -1.370 -2.307
H: -4.924 2.059 6.792
C: 4.022 3.695 -0.546
C: -3.811 1.102 5.158
H: 0.198 2.633 -1.509
C: -2.148 -1.206 -8.933
H: -0.832 -4.368 -5.448
C: 0.145 2.049 -5.373
O: 1.717 -5.605 -4.577
O: 1.251 -5.469 0.066
C: 0.151 2.432 -2.569
H: 0.554 -1.901 -2.211
C: 3.168 -4.626 3.778
C: -4.329 3.176 -0.669
H: 1.663 2.170 2.198
C: -3.665 3.723 4.136
C: -1.729 4.538 7.822
H: -0.616 -4.157 -7.889
C: 0.882 1.893 1.490
H: 3.607 2.906 -1.173
H: -0.986 -0.138 -10.361
H: -0.189 -7.455 -2.914
H: 3.608 4.189 2.572
H: -2.265 1.973 10.045
H: 0.381 -2.372 3.943
N: -2.990 -4.836 -3.933
H: -4.859 -5.106 -8.209
O: 2.280 -5.083 -6.556
C: -3.006 -4.177 4.773
C: -2.021 2.496 9.133
C: 5.544 -1.323 -0.464
C: -0.882 -7.755 -1.028
H: -3.496 0.454 -3.806
H: -0.145 -5.932 -2.132
H: -2.990 0.498 3.256
C: 5.459 6.804 3.713
H: -1.702 -1.033 4.284
C: 3.966 5.032 3.143
H: 6.448 -1.663 -0.970
O: -0.990 4.073 -7.000
H: -7.752 3.414 -1.047
O: -2.060 2.706 -0.304
C: -4.016 4.466 -1.157
N: -0.562 1.570 5.862
H: -0.528 0.913 2.831
H: 4.917 -6.005 -0.015
N: 2.533 6.762 6.182
C: -0.425 -2.148 -1.801
N: -1.245 4.116 -5.773
C: 2.313 -3.162 2.136
C: 3.442 6.418 5.070
H: 5.856 4.077 0.434
O: -0.825 -1.225 -0.803
O: -3.853 6.017 4.361
C: -1.688 0.119 -9.568
C: 2.701 -3.108 -3.619
C: -0.526 -2.884 4.232
O: -2.021 -4.518 -3.312
O: 5.834 2.089 0.137
H: -7.069 5.784 -1.713
C: -1.692 -2.108 4.393
H: -1.824 -5.934 4.830
O: 1.257 -0.735 0.002
C: -1.781 -4.867 4.671
H: -2.542 4.460 9.818
Br: 0.641 5.196 -0.007
C: -6.413 4.962 -1.470
H: -1.912 -7.414 -0.921
H: -2.837 2.912 2.387
H: -1.024 4.216 5.787
C: 5.123 5.802 2.808
C: 3.011 -3.673 -4.882
C: -6.703 3.669 -1.023
H: -3.816 -2.181 4.762
O: -2.804 -0.851 -7.749
C: 3.872 -1.102 -4.216
O: 1.327 -7.169 -1.560
O: 3.105 -6.548 -0.562
H: 5.768 5.434 2.025
H: 2.426 4.613 4.557
O: 5.067 1.050 -1.752
C: -3.963 -5.039 -7.609
C: -1.224 3.770 6.750
C: -4.184 3.466 5.412
C: -2.222 -0.882 -6.536
H: 3.458 3.640 0.385
C: -0.424 3.367 -3.438
C: 3.233 5.291 4.325
N: -4.308 -4.906 4.974
H: 3.682 -4.985 0.701
H: 1.421 1.722 0.558
O: -0.721 0.003 0.893
O: 5.930 -0.052 0.068
Br: 0.168 8.213 1.323
H: -4.956 -5.300 -5.791
C: -4.011 -5.039 -6.246
C: 0.065 0.632 1.961
H: 1.205 0.279 -5.054
C: -2.107 3.891 9.009
C: -3.236 1.336 3.891
N: -3.703 5.110 3.602
H: 1.283 0.565 -2.540
H: 0.371 -4.808 4.296
H: 1.651 -2.976 1.303
C: -0.474 3.204 -4.847
H: -5.824 1.774 -0.319
O: -3.358 5.292 2.462
C: 4.378 -1.757 -5.332
H: 0.771 -0.048 2.438
C: -2.923 -2.777 4.652
C: -5.073 5.331 -1.599
H: -2.881 -1.790 -9.490
H: 0.265 2.791 1.464
H: -2.754 -1.155 -3.660
H: -0.955 4.214 -3.028
C: -0.562 -4.265 4.348
H: -2.487 0.712 -10.013
O: 4.751 -0.153 3.815
H: -3.902 0.080 5.496
O: -4.027 -5.177 -3.430
C: 2.318 -4.381 2.712
C: -1.593 1.775 8.071
C: 1.846 -6.331 -0.575
O: 5.535 -1.476 5.343
O: -5.362 -4.289 5.034
C: -2.830 -0.265 -4.284
H: -1.169 -2.080 -2.595
O: 1.612 5.972 6.432
N: 4.800 -1.233 4.378
H: 4.641 -3.739 5.199
C: 0.783 1.336 -3.107
O: 0.014 2.165 4.949
H: 5.460 -2.042 0.351
C: 5.521 3.430 -0.377
H: 3.911 4.652 -1.057
C: -0.435 6.330 1.261
C: 3.989 -3.634 4.344
H: -1.215 -1.721 -8.703
H: -4.586 4.264 6.018
C: 3.930 -2.349 3.779
C: 0.007 -0.655 0.020
H: 4.753 -1.350 -1.213
C: -1.151 2.403 6.913
C: 3.081 -1.799 -3.276

Computed properties:
Orbital gap (hartree): 0.3202

Below is a molecular structure, CH2NO3P, with properties calculated with the ωB97M-V functional and the def2-TZVPD basis.

Element x y z (Å)
N: 1.639 -0.260 -0.527
O: -1.187 1.501 0.511
O: -2.107 -0.824 0.434
H: 2.603 -0.266 -0.169
H: 0.755 -0.345 1.562
P: -1.113 0.162 -0.247
C: 0.603 -0.341 0.145
O: -1.193 0.374 -1.709

Computed properties:
Orbital gap (hartree): 0.2277
ΔE to the lowest compared entry with this formula, charge and spin (kJ/mol): 191.37
Total charge: -2

Below is C16H19FN4O2 in the gas phase, with properties calculated with the ωB97M-V functional and the def2-TZVPD basis.

Element x y z (Å)
H: -1.308 3.642 -2.803
N: 1.038 -1.876 -0.928
C: -0.607 3.200 -2.096
O: 0.470 -2.970 4.032
C: -0.432 2.783 0.386
H: -0.368 2.440 2.495
H: 0.931 -1.019 3.721
H: -0.436 -3.836 2.084
H: 0.355 3.714 -2.149
H: -2.583 3.446 2.907
F: -3.120 4.359 -1.446
C: -2.917 3.917 0.851
H: 1.848 -0.047 -0.350
C: 0.600 -1.999 3.325
C: 1.387 -3.280 -0.803
H: -3.887 4.366 1.001
C: -2.184 3.403 1.905
C: 0.428 -0.145 -2.474
H: 2.530 -1.438 0.516
C: -1.152 3.287 -0.691
H: 0.854 -2.131 -2.983
C: -2.394 3.849 -0.428
C: 1.227 -1.383 -2.281
C: -0.047 -3.163 1.317
H: 0.930 0.025 1.865
N: 0.668 1.044 -2.009
H: 0.955 -4.898 0.526
H: 2.021 -3.697 1.234
C: 0.581 -0.776 1.210
H: 2.440 -3.465 -1.081
H: 0.754 -3.822 -1.512
H: -0.361 -0.463 0.744
C: -0.406 1.772 -2.441
O: -0.712 -0.192 -3.167
C: 1.609 -1.015 0.094
H: 2.285 -1.168 -2.513
H: 0.534 2.340 0.198
H: -0.834 -2.922 0.600
C: -0.942 2.838 1.671
C: 1.138 -3.827 0.607
N: 0.354 -1.953 2.006
N: -1.243 1.059 -3.138

Computed properties:
Orbital gap (hartree): 0.3627
ΔE to the lowest compared entry with this formula, charge and spin (kJ/mol): 0.00
SMILES: O=CN1CCCN(Cc2nc(Cc3ccccc3F)no2)CC1

Below is C5H10O in the gas phase, with properties calculated with the ωB97M-V functional and the def2-TZVPD basis.

Element x y z (Å)
C: -1.538 -0.226 -0.538
H: -0.943 -0.863 1.458
H: 0.231 -1.475 -0.738
H: 1.676 -0.675 1.234
C: 1.936 0.091 0.496
H: -1.906 0.712 -0.969
H: 0.048 -0.329 -2.077
H: -2.248 -1.026 -0.768
C: -1.279 0.050 0.935
O: -0.237 1.011 0.878
H: 2.632 -0.339 -0.232
C: 0.664 0.594 -0.161
C: -0.099 -0.459 -1.000
H: 2.434 0.913 1.020
H: 0.876 1.474 -0.781
H: -2.122 0.474 1.486

Computed properties:
Orbital gap (hartree): 0.3940
ΔE to the lowest compared entry with this formula, charge and spin (kJ/mol): 39.55
SMILES: C[C@H]1CCCO1

Below is a molecular structure, C8H29BF4O7Ti2, with properties calculated with the ωB97M-V functional and the def2-TZVPD basis.

Element x y z (Å)
H: 5.043 -30.521 -6.201
C: 6.663 -25.595 -9.258
O: 9.439 -29.489 -4.082
F: 6.991 -26.692 -4.137
F: 7.280 -27.488 -6.135
C: 6.848 -23.612 -2.865
Ti: 3.367 -27.594 -3.941
O: 4.330 -26.692 -1.973
H: 3.431 -27.944 -7.301
H: 0.686 -29.212 -5.263
H: 6.247 -26.376 -9.895
H: 6.539 -26.581 -7.566
H: 0.703 -29.200 -7.410
H: 5.491 -24.865 -3.382
O: 1.434 -28.692 -5.567
C: 1.654 -29.037 -6.901
H: 6.542 -22.594 -2.625
H: 6.515 -27.822 -0.455
H: 7.584 -29.100 -0.275
C: 5.745 -30.824 -6.977
H: 8.559 -31.112 -4.934
H: 6.652 -29.017 -6.792
O: 6.243 -25.740 -7.921
H: 2.164 -29.999 -6.945
H: 5.073 -31.050 -7.806
C: 2.378 -27.807 -7.547
H: 8.518 -29.219 -4.072
H: 10.822 -30.789 -5.860
C: 7.027 -28.576 -1.052
H: 2.180 -27.814 -8.619
F: 6.325 -28.826 -4.507
F: 5.246 -27.283 -5.581
B: 6.469 -27.566 -5.057
H: 7.848 -23.413 -3.252
H: 10.339 -32.323 -5.315
H: 9.331 -31.396 -3.326
H: 5.305 -26.714 -1.910
H: 6.378 -31.652 -6.657
H: 6.378 -24.683 -9.783
C: 9.379 -30.847 -4.267
H: 6.960 -24.123 -1.909
O: 6.062 -29.485 -1.713
H: 7.507 -28.188 -1.950
C: 10.644 -31.346 -4.941
H: 6.081 -29.252 -2.644
Ti: 4.973 -24.763 -5.946
H: 7.735 -25.755 -9.371
H: 2.064 -26.835 -7.167
H: 11.562 -31.404 -4.356
O: 6.637 -29.724 -7.440
O: 5.948 -24.118 -3.774

Computed properties:
2S+1: 7
Orbital gap (spin up / spin down) (hartree): 0.2119 / 0.2886
ΔE to the lowest compared entry with this formula, charge and spin (kJ/mol): 78.30

Copy entry 2 word for word.
Below is C3H10N2S in the gas phase, with properties calculated with the ωB97M-V functional and the def2-TZVPD basis.

Element x y z (Å)
H: -2.658 -0.928 1.192
H: -2.687 0.065 -0.056
S: 2.861 -0.624 -0.849
H: 0.065 -1.033 -0.799
C: 0.182 -0.048 -0.343
C: 1.590 0.069 0.251
C: -0.859 -0.042 0.790
H: 1.644 -0.446 1.197
N: 0.028 0.997 -1.322
H: -0.420 -0.474 1.683
N: -2.121 -0.658 0.375
H: 0.096 1.871 -0.813
H: -1.014 0.997 1.148
H: -0.846 0.972 -1.832
H: 1.796 1.138 0.296
H: 2.343 -1.855 -0.916

Computed properties:
Orbital gap (hartree): 0.3576
ΔE to the lowest compared entry with this formula, charge and spin (kJ/mol): 34.80
SMILES: NC[C@@H](N)CS